1.
This record from the OMol25 dataset describes 9 unconnected molecules or ions with the total composition H18O9. The level of theory is ωB97M-V with the def2-TZVPD basis set.

Structure (XYZ):
```
27
Properties=species:S:1:pos:R:3
O 1.094 1.099 -2.283
H 1.848 1.162 -2.870
H 1.317 0.388 -1.682
O -2.371 1.872 2.069
H -2.341 2.057 3.007
H -2.396 2.735 1.655
O -1.938 2.136 -1.470
H -1.181 1.899 -0.936
H -1.773 1.723 -2.318
O 2.360 -0.836 -0.916
H 2.695 -1.283 -1.693
H 3.130 -0.425 -0.524
O 1.985 -2.028 1.992
H 1.186 -2.541 2.113
H 2.324 -2.309 1.142
O 2.962 0.687 2.463
H 3.470 0.966 1.701
H 2.645 -0.186 2.233
O -0.560 -0.636 0.426
H 0.379 -0.500 0.293
H -0.876 0.199 0.772
O -0.831 -2.806 -1.322
H -1.006 -2.482 -2.205
H -0.895 -2.031 -0.764
O -4.052 0.275 -0.081
H -3.378 0.918 0.138
H -3.799 -0.053 -0.944
```

Summary:
HOMO (alpha / beta) in eV: -13.8 / -13.8
<S²>: 0.7569
Net charge: +1
HOMO-LUMO gap (alpha / beta) in eV: 10.23 / 2.39
LUMO energy (alpha / beta) in eV: -3.5 / -11.4
Spin multiplicity: 2

***

2.
This record from the OMol25 dataset describes 10 unconnected molecules or ions with the total composition H19O10. The level of theory is ωB97M-V with the def2-TZVPD basis set.

Structure (XYZ):
```
29
Properties=species:S:1:pos:R:3
O 1.157 1.207 0.155
H 0.465 0.720 -0.188
H -3.251 -1.053 -0.932
O 0.044 -3.888 -0.634
H 0.103 -2.889 -0.634
H -0.179 3.378 0.358
O -2.959 -2.009 -1.141
H -0.721 -4.072 0.010
H -2.275 -2.102 -0.360
O -2.081 -0.518 1.719
H 3.743 -1.815 0.813
H 2.012 1.124 -0.171
O 4.296 -1.442 0.072
H -0.956 1.083 -0.883
H -1.510 -0.459 0.907
O 0.033 0.367 -2.038
H -0.710 0.797 -2.536
H -0.370 -0.497 -1.504
O 2.599 2.487 1.866
H 2.313 3.470 1.834
H 1.665 1.982 1.743
O -1.711 1.745 -0.801
H -1.419 2.357 -1.563
H 3.641 -0.713 -0.099
O -0.629 -1.220 -0.128
H 0.331 -0.976 -0.193
O -0.692 3.084 1.078
H -1.955 -1.529 1.744
H -1.380 2.688 0.468
```

Summary:
HOMO in eV: -6.5
Net charge: -1
HOMO-LUMO gap in eV: 9.34
LUMO energy in eV: 2.8
Spin multiplicity: 1

***

3.
This record from the OMol25 dataset describes 9 unconnected molecules or ions with the total composition H19O9. The level of theory is ωB97M-V with the def2-TZVPD basis set.

Structure (XYZ):
```
28
Properties=species:S:1:pos:R:3
O 8.116 17.462 -28.274
H 9.032 17.095 -28.226
H 7.471 16.817 -27.907
H 8.167 18.183 -27.629
O 5.242 17.195 -28.994
H 5.080 16.283 -28.784
H 4.740 17.475 -29.774
O 8.323 14.684 -29.599
H 7.451 14.367 -29.826
H 8.828 13.877 -29.762
O 6.917 18.455 -25.786
H 6.235 17.743 -25.755
H 7.495 18.120 -25.110
O 8.728 19.774 -27.024
H 9.190 20.456 -26.513
H 8.013 19.526 -26.457
O 8.920 16.452 -25.754
H 9.526 17.040 -25.352
H 8.371 16.097 -25.067
O 6.511 15.276 -27.308
H 6.034 14.776 -26.688
H 6.583 14.683 -28.073
O 9.466 13.796 -27.048
H 8.885 14.415 -27.453
H 9.839 14.430 -26.380
O 10.624 16.309 -28.327
H 10.689 15.600 -28.943
H 11.249 16.095 -27.559
```

Summary:
HOMO in eV: -14.4
Net charge: +1
HOMO-LUMO gap in eV: 10.98
LUMO energy in eV: -3.4
Spin multiplicity: 1

***

Results for energy relative to the best compared isomer or geometry (same formula, charge and spin): 116.6, 342.8, 228.2 (in kJ/mol, following the order of the records).